{
  "formula": "C3H9NO2",
  "method": "ωB97M-V/def2-TZVPD",
  "homo_energy_ev": -9.448,
  "energy_ha": -324.92259,
  "smiles": "CN(C)C=O.O",
  "charge": 0,
  "relative_energy_kcal_mol": 31.4,
  "elements": ["C", "N", "C", "C", "O", "H", "H", "H", "H", "H", "H", "H", "O", "H", "H"],
  "positions_angstrom": [[-2.554, -2.584, 0.271], [-1.593, -1.572, 0.686], [-1.420, -1.365, 2.168], [-0.866, -0.888, -0.215], [0.000, 0.000, 0.000], [-2.048, -3.246, -0.451], [-3.368, -2.052, -0.249], [-2.994, -3.205, 1.069], [-2.064, -0.550, 2.539], [-0.366, -1.086, 2.340], [-1.640, -2.278, 2.745], [-1.084, -1.206, -1.263], [4.357, 1.243, -2.218], [5.186, 0.856, -1.857], [3.764, 1.330, -1.438]],
  "mulliken_charge": [-0.88, 0.10, -0.85, 0.07, -0.61, 0.31, 0.31, 0.31, 0.28, 0.31, 0.33, 0.32, -0.65, 0.32, 0.33]
}



{
  "formula": "C28H62N8O11S",
  "method": "ωB97M-V/def2-TZVPD",
  "homo_energy_ev": -8.523,
  "energy_ha": -2767.99795,
  "smiles": "NC(=O)CC[C@@H]1CCOS(=O)(=O)C1.CN(C)C=O.CN(C)C=O.CN(C)C=O.CN(C)C=O.CN(C)C=O.CN(C)C=O.CN(C)C=O",
  "charge": 0,
  "elements": ["N", "C", "O", "C", "C", "C", "C", "C", "O", "S", "O", "O", "C", "H", "H", "H", "H", "H", "H", "H", "H", "H", "H", "H", "H", "H", "C", "N", "C", "C", "O", "H", "H", "H", "H", "H", "H", "H", "C", "N", "C", "C", "O", "H", "H", "H", "H", "H", "H", "H", "C", "N", "C", "C", "O", "H", "H", "H", "H", "H", "H", "H", "C", "N", "C", "C", "O", "H", "H", "H", "H", "H", "H", "H", "C", "N", "C", "C", "O", "H", "H", "H", "H", "H", "H", "H", "C", "N", "C", "C", "O", "H", "H", "H", "H", "H", "H", "H", "C", "N", "C", "C", "O", "H", "H", "H", "H", "H", "H", "H"],
  "positions_angstrom": [[-0.522, 2.092, 0.412], [-1.485, 3.047, 0.605], [-2.486, 3.128, -0.081], [-1.195, 4.061, 1.690], [-0.809, 5.416, 1.087], [0.539, 5.356, 0.377], [1.713, 5.644, 1.311], [3.013, 5.268, 0.648], [3.252, 6.092, -0.516], [2.152, 6.029, -1.673], [2.096, 4.695, -2.181], [2.471, 7.100, -2.556], [0.644, 6.346, -0.788], [0.037, 1.874, 1.227], [-0.893, 1.253, -0.016], [-2.108, 4.164, 2.271], [-0.404, 3.692, 2.342], [-0.735, 6.133, 1.904], [-1.604, 5.719, 0.409], [0.713, 4.371, -0.058], [1.752, 6.715, 1.517], [1.593, 5.120, 2.258], [3.043, 4.215, 0.367], [3.849, 5.455, 1.316], [-0.163, 6.255, -1.509], [0.727, 7.369, -0.425], [5.944, 5.503, -2.524], [7.296, 5.570, -2.001], [8.374, 6.037, -2.855], [7.589, 5.211, -0.739], [8.701, 5.247, -0.247], [5.894, 4.825, -3.379], [5.604, 6.491, -2.838], [5.273, 5.140, -1.751], [9.138, 5.267, -2.963], [8.847, 6.920, -2.425], [7.968, 6.285, -3.832], [6.702, 4.872, -0.175], [3.490, -2.084, 2.784], [2.679, -0.880, 2.853], [3.090, 0.204, 3.728], [1.562, -0.731, 2.132], [0.850, 0.263, 2.159], [3.552, -2.553, 3.768], [4.497, -1.845, 2.445], [3.051, -2.791, 2.085], [2.318, 0.412, 4.469], [3.260, 1.115, 3.153], [4.010, -0.079, 4.233], [1.332, -1.600, 1.497], [6.390, -5.018, 5.874], [6.567, -4.502, 4.532], [7.806, -3.821, 4.187], [5.621, -4.632, 3.587], [5.714, -4.222, 2.444], [6.448, -4.211, 6.608], [7.158, -5.757, 6.107], [5.415, -5.493, 5.956], [7.596, -2.801, 3.864], [8.309, -4.335, 3.370], [8.461, -3.799, 5.053], [4.720, -5.159, 3.948], [9.682, -6.392, -1.133], [9.850, -6.450, 0.303], [8.717, -6.792, 1.146], [11.027, -6.192, 0.904], [11.202, -6.221, 2.108], [8.933, -5.645, -1.404], [9.367, -7.361, -1.526], [10.627, -6.120, -1.598], [8.512, -5.981, 1.843], [8.938, -7.690, 1.723], [7.839, -6.961, 0.528], [11.833, -5.944, 0.193], [-4.667, 0.245, -3.405], [-5.280, 1.553, -3.263], [-4.672, 2.525, -2.367], [-6.397, 1.887, -3.926], [-6.969, 2.961, -3.837], [-4.638, -0.271, -2.448], [-3.651, 0.338, -3.796], [-5.255, -0.359, -4.093], [-5.377, 2.815, -1.588], [-4.393, 3.424, -2.918], [-3.789, 2.097, -1.908], [-6.767, 1.076, -4.578], [-9.883, -2.141, -1.983], [-8.521, -1.667, -1.822], [-8.281, -0.348, -1.261], [-7.460, -2.409, -2.179], [-6.303, -2.043, -2.067], [-10.437, -1.471, -2.645], [-10.389, -2.181, -1.017], [-9.887, -3.140, -2.406], [-7.739, 0.281, -1.967], [-7.684, -0.422, -0.352], [-9.236, 0.117, -1.029], [-7.736, -3.392, -2.596], [-15.209, -4.857, -1.760], [-13.851, -4.379, -1.602], [-13.621, -3.056, -1.047], [-12.785, -5.120, -1.952], [-11.629, -4.758, -1.835], [-15.774, -4.204, -2.428], [-15.720, -4.897, -0.796], [-15.194, -5.858, -2.186], [-13.082, -2.431, -1.759], [-13.026, -3.122, -0.136], [-14.579, -2.595, -0.819], [-13.058, -6.107, -2.363]],
  "mulliken_charge": [-0.24, 0.32, -0.60, -0.72, -1.35, 0.45, -0.75, -0.59, -0.29, 1.25, -0.63, -0.66, -1.08, 0.22, 0.27, 0.40, 0.38, 0.39, 0.52, 0.44, 0.30, 0.42, 0.40, 0.45, 0.50, 0.31, -0.70, 0.15, -0.97, 0.18, -0.61, 0.35, 0.38, 0.00, 0.29, 0.30, 0.39, 0.21, -0.97, 0.18, -0.89, 0.11, -0.69, 0.33, 0.39, 0.27, 0.30, 0.25, 0.35, 0.28, -0.95, 0.16, -0.72, 0.05, -0.62, 0.34, 0.35, 0.30, 0.27, 0.05, 0.38, 0.39, -0.92, 0.13, -0.50, 0.13, -0.58, 0.33, 0.33, 0.30, -0.14, 0.31, 0.38, 0.26, -0.98, 0.22, -1.00, -0.02, -0.62, 0.38, 0.34, 0.33, 0.28, 0.28, 0.44, 0.37, -0.99, 0.20, -0.76, 0.05, -0.57, 0.34, 0.39, 0.28, 0.11, 0.29, 0.35, 0.30, -0.92, 0.10, -0.85, 0.13, -0.56, 0.33, 0.33, 0.29, 0.23, 0.28, 0.38, 0.25]
}



{
  "formula": "C20H18AsF6N7OS6Ta",
  "method": "ωB97M-V/def2-TZVPD",
  "homo_energy_ev": -10.676,
  "energy_ha": -6512.64629,
  "charge": 1,
  "elements": ["Ta", "N", "C", "C", "C", "C", "C", "N", "C", "C", "C", "C", "C", "N", "H", "H", "H", "H", "H", "H", "H", "H", "H", "N", "C", "N", "C", "C", "S", "C", "C", "S", "C", "N", "N", "H", "H", "H", "H", "H", "H", "S", "As", "S", "S", "S", "C", "C", "O", "C", "F", "F", "F", "C", "F", "F", "F", "H", "H", "H"],
  "positions_angstrom": [[0.246, 0.371, 0.059], [-3.192, -1.091, 0.886], [-2.940, -1.481, -0.412], [-4.016, -1.992, -1.151], [-3.792, -2.423, -2.433], [-2.507, -2.319, -2.961], [-1.528, -1.765, -2.174], [-1.717, -1.349, -0.906], [-2.347, -0.920, 1.955], [-2.983, -0.817, 3.201], [-2.242, -0.813, 4.351], [-0.859, -0.930, 4.247], [-0.303, -0.946, 3.000], [-1.005, -0.899, 1.828], [-4.165, -1.103, 1.141], [-4.997, -2.061, -0.699], [-4.602, -2.835, -3.020], [-2.280, -2.637, -3.968], [-0.538, -1.622, -2.583], [-4.063, -0.774, 3.233], [-2.728, -0.740, 5.314], [-0.214, -0.953, 5.111], [0.769, -0.978, 2.895], [0.317, -3.329, 0.560], [0.976, -2.873, -0.508], [1.062, -1.598, -0.840], [1.813, -1.436, -2.006], [2.253, -2.579, -2.563], [1.751, -3.936, -1.624], [2.109, -0.066, -2.410], [2.764, 0.351, -3.507], [3.123, 2.032, -3.382], [2.333, 2.092, -1.842], [1.804, 0.931, -1.486], [2.285, 3.206, -1.122], [-0.170, -2.674, 1.154], [0.361, -4.298, 0.819], [2.883, -2.702, -3.426], [3.103, -0.233, -4.344], [2.764, 4.023, -1.460], [2.190, 3.156, -0.107], [3.217, 3.327, 2.000], [2.213, 1.653, 2.621], [2.351, -0.089, 1.246], [-0.088, 2.075, 1.458], [1.936, 1.121, 4.565], [-2.298, 1.245, -3.247], [-1.740, 1.957, -2.018], [-0.828, 1.141, -1.361], [-1.024, 3.242, -2.482], [-1.890, 4.065, -3.086], [-0.068, 2.926, -3.377], [-0.439, 3.902, -1.490], [-2.916, 2.349, -1.055], [-3.050, 1.425, -0.092], [-2.749, 3.526, -0.459], [-4.082, 2.393, -1.714], [-1.464, 0.877, -3.841], [-2.902, 1.920, -3.847], [-2.917, 0.406, -2.936]],
  "mulliken_charge": [0.08, 0.24, 0.39, -1.30, -0.60, -0.98, -0.20, 0.80, 0.51, -1.06, -0.50, -1.27, -0.51, 0.60, 0.26, 0.50, 0.43, 0.50, 0.27, 0.47, 0.46, 0.54, 0.96, -0.19, 0.18, 1.05, -1.06, -0.40, -0.22, -0.18, -0.44, -0.20, 0.16, 0.50, 0.01, -0.08, 0.22, 0.49, 0.48, 0.25, -0.27, -0.32, 0.46, -0.29, -0.35, -0.31, -1.72, 1.46, 0.79, 0.38, -0.28, -0.25, -0.21, 0.28, -0.11, -0.28, -0.31, 0.38, 0.48, 0.29]
}